Entry 1:
{"formula": "C18H19NO4S", "method": "wB97M-V/def2-TZVPD", "elements": ["S", "O", "O", "O", "O", "N", "C", "C", "C", "C", "C", "C", "C", "C", "C", "C", "C", "C", "C", "C", "C", "C", "C", "C", "H", "H", "H", "H", "H", "H", "H", "H", "H", "H", "H", "H", "H", "H", "H", "H", "H", "H", "H"], "positions_angstrom": [[-1.428, -1.933, -0.398], [2.462, 1.091, 1.699], [-1.540, -3.171, -1.115], [0.907, 0.573, 3.232], [-2.632, -1.251, -0.006], [-0.473, -0.930, -1.327], [0.920, -2.491, 0.886], [-1.136, 2.091, -5.201], [-1.000, -2.152, 2.301], [0.059, 2.043, -3.116], [-0.418, -2.196, 1.051], [1.305, 0.956, 2.009], [1.942, 0.363, 4.183], [0.374, 1.116, -0.372], [1.118, -2.726, 3.265], [-0.829, 1.102, -2.617], [1.694, -2.754, 2.004], [-1.874, 0.661, -3.425], [0.175, 2.446, 0.266], [0.146, 1.199, 1.121], [-0.225, -2.420, 3.417], [-0.097, 2.535, -4.402], [-0.709, 0.505, -1.233], [-2.026, 1.151, -4.708], [-0.360, -1.286, -2.262], [-2.049, -1.911, 2.378], [0.598, 3.270, -4.780], [2.743, -2.984, 1.892], [0.871, 2.401, -2.504], [-2.569, -0.069, -3.033], [-1.675, 0.631, -0.722], [-0.668, -2.393, 4.401], [-0.761, 2.959, 0.109], [-2.842, 0.802, -5.323], [2.410, 1.315, 4.444], [1.468, -0.079, 5.056], [1.336, -2.512, -0.108], [1.032, 3.094, 0.372], [1.382, 0.852, -0.666], [-1.254, 2.477, -6.202], [2.702, -0.304, 3.774], [-0.802, 0.874, 1.526], [1.720, -2.945, 4.135]], "forces_ev_per_a": [[0.3, 0.0, -0.3], [0.1, 0.1, 0.0], [0.3, 0.0, 0.0], [-0.3, 0.1, -0.1], [0.3, 0.1, 0.2], [-0.6, -0.7, 0.4], [0.2, -0.1, 0.0], [0.0, 0.0, 0.0], [-0.2, 0.0, 0.0], [0.0, -0.1, 0.1], [-0.4, 0.1, -0.3], [0.1, 0.0, 0.0], [0.4, 0.0, 0.0], [-0.1, 0.1, 0.0], [-0.1, 0.0, 0.1], [0.0, -0.1, 0.0], [0.0, 0.0, -0.1], [0.0, 0.0, 0.0], [0.1, 0.0, -0.1], [0.0, -0.1, 0.0], [0.0, -0.1, 0.0], [0.0, 0.1, -0.1], [0.1, 0.5, 0.5], [-0.1, -0.1, 0.0], [-0.1, -0.2, -0.1], [-0.1, 0.0, 0.1], [0.1, 0.1, 0.0], [0.1, 0.0, 0.0], [0.1, 0.0, 0.1], [-0.1, -0.1, 0.0], [0.2, 0.2, -0.1], [-0.1, 0.0, 0.1], [-0.1, 0.0, 0.0], [-0.1, 0.0, 0.0], [0.0, -0.1, 0.0], [0.0, 0.0, 0.0], [0.2, 0.0, -0.1], [0.1, 0.0, 0.0], [0.1, 0.1, 0.1], [0.0, 0.0, -0.1], [0.0, 0.0, 0.1], [-0.1, 0.0, -0.1], [0.1, 0.0, 0.1]], "mulliken_charge": [1.3583, -0.6396, -0.7371, -0.2669, -0.6829, -0.3056, -0.3683, -0.4342, -0.0924, -0.2625, -0.0312, 0.1595, -0.7658, -0.6936, -0.5571, -0.5665, -0.6464, -0.2182, -1.0574, 0.1585, -0.5702, -0.7392, 0.7711, -0.6861, 0.3837, 0.5174, 0.3967, 0.3927, 0.3832, 0.4084, 0.5386, 0.4200, 0.2543, 0.3949, 0.3285, 0.2504, 0.4160, 0.3544, 0.7383, 0.3912, 0.3278, 0.5030, 0.4744], "energy_ev": -39489.1563, "e_lumo_ha": 0.0267, "relative_energy_ev": 1.685}

---

Entry 2:
{"formula": "C18H20AsCl5GdN3O6S", "method": "wB97M-V/def2-TZVPD", "elements": ["Gd", "As", "Cl", "Cl", "Cl", "Cl", "Cl", "S", "O", "O", "O", "O", "O", "O", "N", "N", "N", "C", "C", "C", "C", "C", "C", "C", "C", "C", "C", "C", "C", "C", "C", "C", "C", "C", "C", "H", "H", "H", "H", "H", "H", "H", "H", "H", "H", "H", "H", "H", "H", "H", "H", "H", "H", "H", "H"], "positions_angstrom": [[-0.280, -0.038, 0.097], [0.703, -1.272, -2.723], [-2.017, 5.618, 0.496], [-0.411, 3.132, 1.617], [-3.539, -0.216, -1.101], [-4.447, 5.132, -1.419], [-5.262, 2.208, -2.186], [2.096, 1.080, -0.671], [-0.632, -0.700, -1.858], [1.425, -2.505, -1.647], [0.758, 1.693, -0.836], [1.861, -0.321, -0.215], [0.390, -2.154, -4.058], [2.994, 1.803, 0.170], [0.605, -0.144, 2.558], [-2.058, -0.931, 1.947], [0.075, -2.427, 1.052], [2.083, 0.024, -3.167], [-3.556, 3.796, -0.799], [-2.082, -2.376, 2.213], [2.712, 0.932, -2.304], [-1.205, -3.119, 1.208], [-2.080, 1.606, 0.201], [-3.915, 2.495, -1.152], [4.074, 1.742, -4.084], [-3.156, 1.442, -0.652], [1.612, -1.220, 2.601], [-1.781, 2.913, 0.533], [3.707, 1.784, -2.745], [-1.823, -0.080, 3.120], [-0.394, -0.212, 3.640], [-2.475, 4.016, 0.055], [0.992, -2.560, 2.199], [2.466, -0.011, -4.498], [3.454, 0.858, -4.951], [-1.080, -4.159, 1.532], [0.438, -2.980, 3.041], [-2.513, -0.302, 3.944], [-1.992, 0.948, 2.801], [2.073, -1.306, 3.591], [0.542, -2.753, 0.207], [1.559, -3.241, -2.260], [-3.097, -2.774, 2.162], [-0.227, 0.573, 4.380], [2.393, -0.967, 1.891], [1.801, -3.258, 1.974], [-1.722, -2.562, 3.227], [3.738, 0.841, -5.996], [1.985, -0.725, -5.155], [4.181, 2.455, -2.041], [-2.934, -0.649, 1.521], [4.841, 2.412, -4.451], [-0.275, -1.165, 4.158], [-1.698, -3.126, 0.234], [1.093, 0.747, 2.596]], "forces_ev_per_a": [[-4.2, -0.9, 3.1], [-0.3, -1.3, -1.0], [0.0, -0.1, 0.0], [-0.2, 0.3, 0.0], [-0.3, 0.2, 0.0], [0.0, 0.0, 0.0], [0.1, 0.0, 0.0], [1.1, 0.5, -0.2], [0.5, -0.5, -1.4], [0.1, 0.2, 0.1], [0.9, 0.8, -0.3], [1.9, 0.4, -0.4], [0.0, 0.4, -0.1], [0.2, 0.2, -0.1], [0.4, 0.2, 0.3], [-0.3, 0.1, 0.1], [0.4, -0.4, -0.2], [0.0, 0.2, 0.4], [0.0, 0.1, 0.0], [0.1, 0.0, 0.0], [-0.2, -0.2, -0.3], [0.0, 0.2, 0.0], [-0.5, 0.9, -0.5], [-0.1, -0.1, 0.0], [0.0, 0.0, -0.1], [0.1, -0.5, 0.2], [-0.1, 0.0, -0.1], [0.4, -0.3, 0.3], [0.0, -0.1, 0.1], [0.1, -0.1, -0.1], [0.0, -0.1, -0.1], [0.0, 0.1, 0.1], [-0.1, 0.1, 0.0], [0.0, 0.0, 0.1], [0.0, 0.0, 0.0], [0.0, -0.1, 0.0], [0.0, 0.0, 0.0], [0.0, 0.0, 0.0], [-0.1, 0.0, 0.0], [0.0, -0.1, 0.0], [0.0, -0.1, 0.0], [-0.1, -0.1, 0.0], [0.0, 0.0, 0.0], [0.0, 0.0, 0.0], [0.0, 0.1, 0.0], [0.0, -0.1, 0.0], [0.0, 0.0, 0.0], [0.0, 0.0, 0.0], [0.0, 0.0, 0.0], [0.0, 0.0, 0.0], [0.0, 0.0, 0.0], [0.0, 0.0, 0.0], [0.0, 0.0, 0.0], [0.0, 0.0, 0.0], [0.0, 0.0, 0.1]], "mulliken_charge": [0.5752, 0.8088, -0.1963, -0.1713, -0.1537, -0.1889, -0.1909, 1.3261, -0.2767, -0.5687, -0.2944, -0.3680, -0.8204, -0.7272, 0.0318, 0.0885, 0.0695, -0.5446, 0.7136, -0.8380, 0.5777, -0.8803, -0.8608, -0.5426, -0.5775, 0.6853, -1.0109, 0.9682, -0.5884, -0.6549, -0.8213, -0.4291, -0.6966, -0.4796, -0.5865, 0.4484, 0.3066, 0.4648, 0.1746, 0.5192, 0.2751, 0.2729, 0.4474, 0.4343, 0.3029, 0.4630, 0.2713, 0.3991, 0.5544, 0.4961, 0.3275, 0.4014, 0.2798, 0.3988, 0.3850], "s2": 16.03, "energy_ev": -190868.6222, "multiplicity": 8, "e_lumo_ha": [0.0083, -0.0701], "relative_energy_ev": 0.283}

---

Entry 3:
{"formula": "C18H20BF5N2O3PdS2Te", "method": "wB97M-V/def2-TZVPD", "elements": ["Te", "Pd", "S", "S", "F", "F", "F", "F", "F", "O", "O", "O", "N", "N", "C", "C", "C", "C", "C", "C", "C", "C", "C", "C", "C", "C", "C", "C", "C", "C", "C", "C", "B", "H", "H", "H", "H", "H", "H", "H", "H", "H", "H", "H", "H", "H", "H", "H", "H", "H", "H", "H", "H"], "positions_angstrom": [[-0.243, -5.386, -0.211], [0.886, -2.655, 0.198], [1.573, -3.617, 4.804], [5.069, -0.998, 0.281], [-1.950, -6.018, 0.616], [-1.322, -5.998, -1.763], [2.238, -4.241, 0.702], [1.005, -4.913, -1.842], [-0.008, -4.893, 1.882], [-0.838, -3.628, -0.332], [-1.537, -0.792, 0.066], [0.388, 0.137, -0.767], [1.057, -1.934, 2.975], [2.664, -1.669, 0.631], [3.212, -1.554, 1.890], [3.239, -1.720, -1.760], [-0.470, 4.978, -2.402], [-2.963, 1.178, -0.343], [-1.781, 3.059, -1.373], [4.508, -1.158, 1.897], [-1.841, 4.480, -1.942], [3.524, -1.466, -0.320], [-1.786, 0.463, -0.360], [2.895, -2.915, 3.970], [-2.788, 4.511, -3.151], [2.419, -2.077, 3.012], [-0.594, 2.311, -1.378], [0.468, -2.706, 3.826], [-2.938, 2.478, -0.855], [-1.012, -2.849, 3.930], [-2.359, 5.455, -0.875], [-0.624, 1.031, -0.870], [-0.157, -1.064, -0.168], [0.252, 4.977, -1.581], [-2.377, 6.478, -1.267], [2.843, -2.738, -1.847], [4.142, -1.608, -2.364], [3.909, -3.260, 4.100], [-2.432, 3.834, -3.931], [-0.559, 6.002, -2.776], [-2.849, 5.522, -3.569], [-1.455, -1.989, 4.440], [-3.872, 0.740, 0.049], [-1.279, -3.763, 4.458], [5.142, -0.998, 2.754], [-3.794, 4.194, -2.870], [-1.715, 5.434, 0.008], [-1.392, -2.935, 2.913], [2.470, -1.031, -2.108], [-3.863, 3.046, -0.853], [0.337, 2.704, -1.763], [-0.068, 4.360, -3.208], [-3.371, 5.198, -0.555]], "forces_ev_per_a": [[-0.5, -0.2, 0.3], [0.1, 0.4, 0.2], [0.0, 0.0, 0.0], [0.1, 0.0, 0.0], [0.0, 0.0, 0.0], [0.0, 0.1, -0.1], [0.1, 0.1, -0.3], [0.1, 0.1, 0.1], [-0.2, -0.1, 0.0], [0.4, -0.3, 0.1], [0.0, 0.0, 0.1], [0.0, 0.1, 0.0], [0.0, 0.1, 0.1], [0.0, 0.0, -0.3], [-0.1, -0.2, 0.1], [0.0, 0.0, 0.0], [0.0, 0.0, 0.0], [0.0, 0.0, 0.0], [0.0, 0.0, 0.0], [0.0, 0.1, 0.0], [0.0, 0.0, 0.0], [-0.1, 0.1, 0.2], [0.0, 0.0, 0.0], [0.0, 0.0, 0.0], [0.0, 0.0, 0.0], [0.0, 0.0, 0.0], [0.0, 0.0, 0.0], [0.1, 0.0, 0.0], [0.0, 0.0, 0.0], [0.1, 0.0, 0.0], [0.0, 0.0, 0.0], [0.1, -0.1, 0.0], [0.0, 0.0, -0.2], [0.0, 0.0, 0.0], [0.0, 0.0, 0.0], [0.0, 0.0, 0.0], [0.0, 0.0, 0.0], [-0.1, 0.0, 0.0], [0.0, 0.0, 0.0], [0.0, 0.0, 0.0], [0.0, 0.0, 0.0], [0.0, 0.0, -0.1], [0.0, 0.0, 0.0], [0.0, 0.0, 0.0], [0.0, 0.0, -0.1], [0.0, 0.0, 0.0], [0.0, 0.0, 0.0], [0.0, 0.0, 0.0], [-0.1, 0.0, 0.0], [0.0, 0.0, 0.0], [0.0, 0.0, 0.0], [0.0, 0.0, 0.0], [0.0, 0.0, 0.0]], "mulliken_charge": [1.3108, 0.9123, -0.2659, -0.3040, -0.5834, -0.5650, -0.8418, -0.6459, -0.6239, -0.6854, -0.4905, -0.3665, -0.2899, 0.3662, -0.3335, -1.0158, -2.1241, -1.8971, 0.5542, -0.2595, 2.1154, 0.5644, 0.8943, -0.6550, -1.6167, 0.2219, -0.8400, 0.5819, -0.3212, -1.0335, -1.6550, 0.4431, 0.0777, 0.4103, 0.4389, 0.2263, 0.4277, 0.4266, 0.3793, 0.4339, 0.4250, 0.3196, 0.4463, 0.3786, 0.5026, 0.3264, 0.3813, 0.1617, 0.1753, 0.3209, 0.4969, 0.3808, 0.3132], "charge": -2, "energy_ev": -74825.9521, "e_lumo_ha": 0.1393, "relative_energy_ev": 0.999}

---

Entry 4:
{"formula": "C18H20BeCl2N3O3S", "method": "wB97M-V/def2-TZVPD", "elements": ["Cl", "Cl", "S", "O", "O", "O", "N", "N", "N", "C", "C", "C", "C", "C", "C", "C", "C", "C", "C", "C", "C", "C", "C", "C", "C", "C", "C", "Be", "H", "H", "H", "H", "H", "H", "H", "H", "H", "H", "H", "H", "H", "H", "H", "H", "H", "H", "H", "H"], "positions_angstrom": [[-0.241, -3.871, -2.017], [-2.428, -1.964, -1.664], [-1.437, 1.906, -0.482], [0.496, -1.043, -1.423], [2.138, 1.104, -1.068], [0.018, -0.451, -3.533], [-0.432, 0.757, 0.240], [-2.033, -0.138, 1.696], [1.443, -0.763, 1.027], [2.299, 2.476, -0.632], [-5.566, 0.593, 0.902], [2.511, -2.266, 2.525], [-3.047, 1.379, 0.071], [2.519, -1.435, 1.418], [2.285, 2.573, 0.880], [1.338, -2.394, 3.250], [-1.001, -2.404, -2.641], [-0.792, -0.039, 1.192], [2.805, 0.753, -2.322], [-4.436, 0.035, 1.487], [-5.434, 1.540, -0.095], [3.673, -0.473, -2.126], [-3.176, 0.436, 1.082], [0.304, -0.875, 1.730], [0.216, -1.680, 2.852], [-4.167, 1.926, -0.522], [-0.053, -1.200, -2.584], [1.016, 0.047, -0.487], [1.315, 2.300, 1.290], [3.257, 2.831, -1.008], [-6.547, 0.277, 1.230], [-0.698, -1.749, 3.424], [1.507, 3.082, -1.078], [3.062, -1.359, -1.944], [3.404, -2.804, 2.806], [4.266, -0.643, -3.023], [4.360, -0.325, -1.290], [-4.050, 2.656, -1.313], [2.039, 0.580, -3.074], [-2.221, -0.857, 2.372], [3.414, -1.298, 0.824], [-6.308, 1.984, -0.549], [3.052, 1.927, 1.310], [-4.538, -0.718, 2.261], [1.291, -3.039, 4.116], [2.501, 3.599, 1.175], [-1.330, -2.582, -3.656], [3.407, 1.606, -2.628]], "forces_ev_per_a": [[0.0, 0.0, 0.0], [-0.1, 0.0, 0.0], [-0.3, 0.2, -0.1], [0.4, -0.5, -0.2], [0.1, -0.1, 0.1], [0.2, -0.2, 0.1], [0.3, -0.4, 0.3], [0.1, 0.1, 0.1], [-0.3, 0.0, 0.0], [0.0, 0.3, 0.3], [0.0, 0.0, 0.0], [-0.1, 0.0, 0.1], [0.4, -0.1, 0.0], [0.1, 0.1, -0.1], [0.0, -0.2, -0.1], [0.1, 0.0, -0.1], [0.2, 0.0, 0.1], [-0.3, 0.4, -0.2], [0.2, -0.2, -0.4], [0.0, 0.0, 0.0], [0.0, 0.1, -0.1], [-0.1, 0.1, 0.2], [-0.2, 0.1, -0.1], [0.2, -0.4, 0.4], [-0.1, 0.2, -0.1], [0.0, 0.0, 0.0], [-0.5, 0.5, 0.0], [-0.1, 0.4, -0.1], [0.0, 0.0, 0.0], [0.0, -0.1, -0.1], [0.0, 0.0, 0.0], [0.0, 0.0, 0.0], [0.0, -0.1, -0.1], [0.0, 0.0, 0.0], [0.0, 0.0, 0.0], [0.0, 0.0, 0.0], [0.0, 0.0, -0.1], [0.0, 0.0, 0.0], [-0.1, 0.0, 0.0], [0.0, -0.1, 0.0], [0.0, 0.0, -0.1], [0.0, 0.0, 0.0], [0.0, 0.0, 0.0], [0.0, 0.0, 0.0], [0.0, 0.0, 0.0], [0.0, 0.0, 0.0], [0.0, 0.0, 0.0], [0.0, 0.1, 0.1]], "mulliken_charge": [-0.1597, -0.1260, -0.2342, 0.0427, 0.1679, -0.5991, 0.4230, -0.0147, 0.4066, -0.3837, -0.6908, -0.8326, 1.0754, -0.0275, -1.1108, -0.6061, -0.0853, 0.4622, -0.3128, -0.6459, -0.6685, -1.1699, -0.0037, 0.5299, -0.8065, -0.7522, 0.3753, -0.9122, 0.1726, 0.5898, 0.4038, 0.4900, 0.3133, 0.1930, 0.4484, 0.4822, 0.2845, 0.4122, 0.2514, 0.1085, 0.4358, 0.4032, 0.2704, 0.3972, 0.4518, 0.4940, 0.4147, 0.6427], "charge": 1, "energy_ev": -65884.0468, "e_lumo_ha": -0.1435}

---

Entry 5:
{"formula": "C18H20BrGeN2O7SeV", "method": "wB97M-V/def2-TZVPD", "elements": ["Br", "Se", "Ge", "V", "O", "O", "O", "O", "O", "O", "O", "N", "N", "C", "C", "C", "C", "C", "C", "C", "C", "C", "C", "C", "C", "C", "C", "C", "C", "C", "C", "H", "H", "H", "H", "H", "H", "H", "H", "H", "H", "H", "H", "H", "H", "H", "H", "H", "H", "H", "H"], "positions_angstrom": [[0.485, -0.735, 6.183], [1.888, 1.573, -1.674], [-0.346, 3.791, -0.405], [0.463, -0.011, -0.447], [-4.120, -3.307, -0.601], [0.420, -6.928, -2.514], [-0.711, -1.028, -0.937], [1.784, -1.101, -0.792], [2.748, -2.576, -2.166], [-3.258, -1.335, -0.544], [-1.724, -7.033, -2.239], [-0.659, -6.453, -2.238], [-3.193, -2.540, -0.713], [-0.679, -5.025, -1.857], [0.811, -1.421, 2.113], [-0.023, 0.816, 2.383], [-0.732, -2.342, -1.201], [0.496, -4.301, -1.896], [3.016, 1.805, -0.101], [-1.907, -3.116, -1.143], [0.839, -1.583, 3.489], [-1.558, 2.218, -0.392], [0.444, -0.533, 4.306], [1.056, 3.327, -1.764], [1.791, -2.199, -1.559], [-1.288, 5.356, -1.107], [0.487, 4.247, 1.320], [-1.876, -4.455, -1.477], [0.483, -2.961, -1.552], [0.010, 0.667, 3.761], [0.384, -0.220, 1.542], [3.416, 2.815, -0.128], [0.585, 3.368, -2.747], [-2.781, -5.045, -1.445], [1.425, -4.771, -2.188], [3.826, 1.085, -0.176], [-0.593, 6.186, -1.230], [1.135, 3.477, 1.734], [-0.308, 1.474, 4.407], [1.173, -2.516, 3.921], [-1.019, 1.263, -0.411], [1.124, -2.253, 1.493], [-2.207, 2.197, 0.482], [-0.396, 1.751, 1.986], [1.866, 4.056, -1.770], [2.462, 1.634, 0.820], [-2.064, 5.662, -0.405], [-1.758, 5.145, -2.067], [-2.191, 2.240, -1.278], [-0.300, 4.473, 2.040], [1.072, 5.157, 1.182]], "forces_ev_per_a": [[0.0, 0.0, -0.2], [0.4, 1.0, -0.6], [0.2, 0.2, -0.2], [1.5, 2.6, 2.7], [0.2, 0.0, 0.1], [-0.2, 0.1, 0.0], [-2.6, -1.8, -1.3], [0.8, -0.9, 0.1], [-0.1, 0.2, 0.2], [0.2, -0.2, 0.0], [0.2, 0.1, 0.0], [0.0, -0.2, 0.0], [-0.5, 0.2, -0.3], [0.0, 0.3, 0.0], [0.0, -0.1, 0.0], [-0.1, 0.0, -0.1], [0.0, -1.5, -0.3], [0.1, -0.2, -0.1], [0.2, -0.1, 0.2], [0.5, 0.4, 0.1], [0.0, 0.0, 0.0], [0.2, 0.5, 0.1], [0.0, 0.1, 0.1], [-0.4, 0.2, 0.2], [0.0, -1.0, -0.6], [0.0, -0.2, 0.2], [-0.2, -0.1, -0.3], [-0.1, -0.1, 0.0], [-0.4, 0.5, 0.2], [0.0, 0.0, 0.1], [0.2, 0.2, -0.3], [-0.1, 0.0, 0.0], [0.1, -0.1, 0.0], [0.0, 0.0, 0.0], [0.0, 0.0, 0.0], [0.0, 0.0, -0.1], [0.0, 0.0, 0.0], [0.0, 0.0, 0.0], [0.0, 0.0, 0.0], [0.0, 0.0, 0.0], [-0.6, 0.2, 0.1], [0.0, 0.0, 0.0], [0.1, -0.1, 0.0], [0.0, 0.0, 0.0], [0.1, -0.1, 0.0], [0.0, 0.1, 0.0], [0.0, 0.0, 0.0], [0.0, 0.0, 0.0], [0.1, -0.1, -0.1], [0.0, 0.0, 0.0], [0.0, 0.0, 0.0]], "mulliken_charge": [-0.1324, 0.1321, 0.5823, -0.5092, -0.6005, -0.5916, -0.2758, -0.2792, -0.5542, -0.6001, -0.5910, 1.0512, 1.0629, -0.3806, -0.2643, 0.1030, 1.0396, -0.7165, -0.7954, -0.8922, -0.6914, -0.5884, -0.0107, -1.0236, 0.3116, -1.1306, -1.1494, -0.2628, 0.6130, -0.7740, 0.9733, 0.4175, 0.4499, 0.6700, 0.6409, 0.3519, 0.3675, 0.3441, 0.4663, 0.4567, 0.0828, 0.3542, 0.4329, 0.2376, 0.5171, 0.2007, 0.3830, 0.3691, 0.4231, 0.3905, 0.3895], "s2": 0.76, "charge": 1, "energy_ev": -253882.5392, "multiplicity": 2, "e_lumo_ha": [-0.1863, -0.1686], "relative_energy_ev": 0.895}